Here is a 11-piece molecular cluster, C28H82BF4N6O10 overall from the OMol25 dataset. Energies are from the ωB97M-V functional and the def2-TZVPD basis.

Each line ends with the Mulliken charge.
Cartesian coordinates (Å):
H1 -0.3049 2.6542 -2.4915  0.25
H2 -2.3134 -0.3565 -2.6570  0.18
H3 4.4025 4.3396 -3.8542  0.42
H4 -2.2723 -2.0128 1.7699  0.21
H5 -3.1513 -1.7104 4.0006  0.37
C1 2.4180 3.8683 -4.5006  0.88
H6 -1.8076 2.7379 0.2823  -0.12
O1 -1.9240 -1.8529 5.7619  -0.34
H7 2.3672 3.3588 -6.5205  0.27
N1 -3.3444 -0.1551 1.0080  1.07
O2 6.4013 -1.4466 3.4422  -0.56
H8 1.4870 2.6460 -2.1742  -0.04
H9 0.5524 -2.3809 3.9108  0.14
H10 -0.6632 -1.7676 -5.6054  0.40
H11 -3.6142 -2.3103 -0.8664  0.33
H12 -3.1174 -1.7556 -3.2084  0.19
C2 -2.1211 -1.7156 4.3566  0.10
H13 3.8099 3.7046 -6.0515  0.27
F1 0.8747 -0.5164 1.7588  0.39
H14 0.1750 3.7022 -4.5866  0.33
H15 3.6940 -1.4817 4.2990  0.45
O3 2.0138 -2.5009 0.5161  -0.74
H16 -4.6226 1.7469 -1.4836  0.29
H17 0.1933 -0.3800 -3.7084  0.19
H18 0.2759 -4.0420 3.2531  0.35
C3 -4.4987 -1.8003 -0.4846  -0.32
H19 2.5556 2.8233 -4.2227  0.00
H20 -3.5617 3.8193 2.6169  0.40
C4 5.2459 -1.3679 -2.2834  -1.00
H21 -3.9921 3.4273 -1.5930  0.38
O4 -1.9295 -3.4396 -5.2610  -0.28
H22 -2.8240 -1.9190 7.5996  0.27
H23 -0.8830 -1.5744 2.0824  -0.41
H24 -2.4815 -4.5970 -6.8874  0.25
H25 -5.9675 0.0256 1.0641  0.39
C5 -3.0967 -1.7895 6.5522  -0.87
C6 6.4039 -2.4663 -4.0542  -0.80
C7 4.2272 -0.2779 -1.8801  1.17
H26 -1.7791 5.5127 2.1473  0.53
H27 -6.3410 -2.4702 -2.5108  0.28
H28 -2.8946 1.6252 2.3624  0.13
C8 -2.2920 -1.0905 -3.4625  -1.10
H29 -2.5101 -0.5840 -4.4027  0.41
C9 -2.6590 3.3030 0.6617  -0.19
C10 -1.5019 -2.8305 3.4607  0.32
H30 5.6305 1.4889 -1.9533  0.34
N2 2.8538 3.9954 -5.9056  -0.78
H31 -0.5818 2.5669 3.9924  0.29
H32 -1.2310 1.1221 6.1199  0.29
C11 -1.0448 -1.9567 -3.5122  0.40
H33 2.0698 1.8449 3.2057  0.44
O5 0.6621 4.4778 -2.7638  -0.48
C12 -1.5510 4.5532 2.6113  -1.68
F2 -0.6122 0.0551 0.1635  -0.39
H34 1.2164 -3.0272 0.4586  0.26
C13 -2.6266 3.5270 2.1392  0.44
C14 0.9221 4.3954 -4.2000  -0.76
H35 6.0584 -3.4652 -3.7878  0.30
O6 0.2258 2.6347 4.5070  -0.61
C15 -0.1085 -3.2474 3.8926  -1.58
C16 -5.8551 -3.2073 -1.8715  -0.71
C17 3.3851 4.6717 -3.6474  -1.43
H36 6.1763 -1.1227 -1.7712  0.37
H37 -2.9236 1.9599 -1.6359  0.18
H38 -3.8399 -2.5174 6.2264  0.35
H39 -5.3587 -0.3162 2.6031  0.40
H40 -2.4245 -0.3269 0.6280  -0.24
H41 -1.3314 1.8821 2.3754  0.64
N3 4.1211 -0.2906 -0.4641  -0.72
H42 -0.0364 -0.1548 6.4042  0.32
H43 3.9015 1.7652 -1.9180  0.15
H44 7.2479 -1.8409 3.2200  0.30
H45 1.7359 -1.6902 0.9425  -0.08
H46 5.5673 -2.0732 1.8787  0.15
C18 -3.8130 2.4231 -1.2089  -0.80
H47 -0.5348 4.3093 2.3015  0.23
O7 -5.6527 -2.6755 -0.5222  -0.42
H48 0.1690 -3.0309 -4.9246  0.46
H49 3.1914 -2.0664 2.7289  0.06
H50 3.9744 -0.5156 2.7469  0.17
H51 -3.8082 -2.0438 1.6064  0.69
C19 4.6750 1.1047 -2.3102  -1.26
C20 5.3088 -2.1345 2.9358  -0.34
F3 0.0781 1.5423 1.6533  0.19
C21 -0.1648 0.8985 6.1547  -1.49
H52 3.2007 4.4789 -2.5905  0.29
H53 6.7044 -2.4970 -5.1015  0.27
H54 3.3517 5.7401 -3.8604  0.36
B1 0.5053 0.4683 0.8750  -0.52
C22 3.9589 -1.4867 3.2417  -0.42
H55 -2.2142 -3.6325 3.6547  0.46
H56 -6.5862 -3.9959 -1.6933  0.29
H57 0.0402 -0.8877 -2.1706  0.13
H58 7.3422 -2.3236 -3.5182  0.33
N4 0.1641 -1.2021 -3.1223  -0.50
H59 0.5667 0.5739 4.1346  -0.35
O8 2.8095 1.8540 2.5982  -0.85
H60 -2.6627 4.2838 0.1862  0.49
H61 -3.6313 -0.8486 6.4221  0.33
H62 3.9374 -1.2666 -0.2802  0.24
H63 -0.2378 -3.5853 4.9209  0.50
H64 4.6527 1.2406 -3.3914  0.33
H65 3.2183 0.0669 -0.1862  0.16
H66 -0.7096 -4.4666 -6.6042  0.31
O9 5.5046 -1.3916 -3.6909  -0.31
H67 -1.7056 -3.1247 -7.2894  0.33
O10 -3.8472 2.6075 0.2579  -0.50
H68 -1.2228 -2.6513 -2.6912  0.34
C23 -1.6663 -3.9452 -6.5730  -0.80
F4 1.5173 0.9559 0.1439  -0.33
C24 -5.4980 -0.7811 1.6271  -2.09
H69 5.3740 -3.1758 3.2513  0.30
H70 -3.7894 0.5437 0.4303  -0.12
H71 2.4512 1.5132 1.7787  0.11
H72 -4.7975 -0.9829 -1.1408  0.28
H73 4.8786 -2.3458 -1.9724  0.49
C25 0.5761 1.2956 4.9514  0.48
C26 -0.8349 -2.6063 -4.9307  -1.01
H74 0.4492 3.3494 -1.0328  -0.06
H75 1.6484 1.2217 5.1328  0.65
N5 -1.4014 -2.4406 2.0501  -0.60
N6 -2.1991 2.2596 2.7285  -0.68
H76 0.1236 1.4519 7.0484  0.44
H77 -1.7259 -0.7204 4.1529  -0.21
H78 3.2654 -0.5366 -2.3228  -0.10
H79 -4.9374 -3.5870 -2.3206  0.26
H80 -6.2342 -1.5713 1.7746  0.45
C27 0.5539 3.2054 -2.1082  0.15
H81 -1.6129 4.6744 3.6928  0.37
C28 -4.2623 -1.2970 0.9550  0.47
H82 0.6814 5.3479 -4.6721  0.35

E = -2621.3922 a.u.
LUMO energy = 2.2 eV
total charge = -1
F_max = 0.063 Eh/bohr
HOMO energy = -6.419 eV